1.
Below is a molecular structure, C51H66N4O10SSi4TeW at a distorted geometry, with properties calculated with the ωB97M-V functional and the def2-TZVPD basis.

Each line ends with the Löwdin charge.
Geometry (Å):
W 0.056 0.573 0.700  1.071
Te -2.307 0.300 0.355  0.766
S -0.271 -0.727 -1.441  0.651
Si -5.603 -1.246 1.815  0.398
Si -5.400 -0.906 -2.057  0.419
Si -5.647 2.260 0.114  0.409
Si -4.724 0.048 0.024  0.081
O 0.348 -0.645 2.001  -0.309
O -1.882 -3.242 -0.974  -0.010
O 2.312 4.390 -0.646  0.004
O -0.393 -7.527 3.222  0.086
O 0.860 -6.381 4.563  0.089
O -2.215 -5.398 -0.727  0.086
O 1.769 0.250 0.041  -0.370
O 3.396 2.835 -1.921  -0.002
O -0.031 2.147 -0.192  -0.388
O 1.850 -1.484 3.409  0.116
N 0.018 -2.356 -3.489  0.033
N 0.119 -6.476 3.590  -0.346
N -1.805 -4.306 -0.302  -0.294
N 1.377 -2.884 -1.839  -0.108
C 1.893 2.006 2.861  -0.030
C 2.900 0.751 -0.630  -0.333
C 6.319 1.575 0.818  -0.068
C 1.566 -3.957 -2.803  -0.095
C -7.552 2.436 -0.065  -0.210
C -7.493 -1.020 2.054  -0.208
C -0.630 -3.014 1.355  0.061
C 4.055 0.172 1.540  -0.033
C 1.725 1.415 4.098  -0.049
C 4.283 5.060 -1.887  0.024
C -0.668 1.332 3.798  -0.067
C 0.498 -3.672 -3.872  -0.113
C 2.185 3.145 0.004  -0.142
C 0.171 6.483 1.879  -0.071
C 0.459 -4.083 3.232  0.124
C -5.245 -3.099 1.481  -0.204
C -7.320 -0.959 -2.091  -0.206
C 0.818 2.210 1.996  -0.252
C 3.945 -1.650 -4.086  -0.099
C 4.697 -1.715 -2.925  -0.076
C -1.126 4.584 0.338  -0.016
C 4.353 -0.957 -1.820  -0.029
C 2.470 2.150 -1.127  -0.196
C -1.732 5.804 0.581  -0.071
C 2.846 -0.814 -4.129  -0.080
C 0.465 -2.012 -2.273  -0.702
C 2.508 -0.048 -3.027  -0.049
C -0.924 -5.386 1.699  0.116
C 3.259 -0.100 -1.858  -0.115
C 5.138 0.220 2.402  -0.067
C -0.140 -5.294 2.838  -0.120
C -4.874 3.433 -1.206  -0.207
C 2.001 -2.939 -0.551  -0.013
C 0.781 2.949 0.647  -0.380
C 0.198 -2.947 2.470  -0.088
C 0.127 4.314 0.867  -0.142
C -0.553 1.864 2.460  -0.242
C 5.240 1.522 -0.046  -0.025
C -4.784 -2.677 -2.458  -0.200
C 3.020 4.203 -1.871  -0.553
C 0.774 5.262 1.646  -0.015
C -1.083 6.751 1.352  -0.092
C -1.159 -4.245 0.927  -0.136
C 2.090 4.565 -3.033  0.028
C -4.851 0.235 -3.511  -0.209
C 6.272 0.926 2.043  -0.086
C 4.089 0.831 0.318  -0.165
C -4.751 -0.751 3.464  -0.215
C 0.432 1.058 4.555  -0.079
C -5.206 3.023 1.824  -0.214
C 0.871 -1.661 2.714  -0.462
H 2.248 -0.747 -5.026  0.108
H 2.582 -3.911 -3.212  0.113
H 1.428 -4.918 -2.303  0.125
H 4.843 4.851 -2.794  0.091
H -7.701 -1.203 -3.078  0.028
H -4.161 2.819 2.038  -0.001
H -1.344 2.586 2.180  0.102
H -1.621 3.840 -0.278  0.104
H 1.787 -2.016 0.000  0.074
H 3.085 -3.034 -0.649  0.099
H 2.589 4.360 -3.976  0.090
H -5.879 -3.482 0.690  0.018
H -7.695 -1.707 -1.404  0.012
H -0.789 -2.128 0.735  0.024
H 1.837 5.619 -2.962  0.091
H 1.525 2.022 -1.705  0.149
H 1.119 -4.050 4.082  0.138
H 4.949 -1.030 -0.923  0.120
H -8.012 -1.160 1.115  0.006
H -5.381 -3.731 2.354  0.027
H -5.364 1.188 -3.462  0.005
H -7.899 3.400 0.294  0.027
H -5.357 4.096 1.878  0.025
H -3.804 -2.841 -2.020  -0.017
H -7.897 -1.730 2.769  0.026
H -1.663 1.149 4.189  0.110
H -5.010 -1.389 4.302  0.024
H 4.895 4.830 -1.019  0.087
H 3.179 -0.395 1.830  0.094
H -4.218 -3.206 1.149  0.000
H -5.027 4.485 -0.986  0.023
H 5.565 -2.353 -2.873  0.104
H -5.794 2.566 2.609  0.011
H -7.724 -0.024 2.411  0.014
H 4.005 6.109 -1.854  0.089
H -2.704 6.006 0.161  0.098
H -5.282 3.243 -2.191  0.006
H 1.643 0.596 -3.111  0.105
H -1.550 7.704 1.540  0.098
H 5.082 -0.303 3.345  0.107
H -7.739 -0.007 -1.795  0.000
H -0.880 -2.012 -3.788  0.139
H -4.701 -2.859 -3.526  0.025
H 1.168 3.990 -2.978  0.090
H -5.052 -0.197 -4.486  0.022
H 2.980 3.070 0.763  0.154
H 0.684 7.225 2.471  0.102
H -8.063 1.668 0.501  0.002
H 1.617 -3.792 0.017  0.095
H 1.749 5.048 2.057  0.125
H 0.328 0.608 5.530  0.108
H -3.786 0.429 -3.445  0.017
H 2.890 2.328 2.586  0.112
H -7.866 2.342 -1.097  0.012
H 7.206 2.117 0.526  0.102
H -3.675 -0.805 3.322  -0.007
H 7.125 0.955 2.705  0.099
H 5.285 2.004 -1.010  0.120
H 2.581 1.243 4.727  0.110
H 0.918 -3.630 -4.880  0.116
H -0.313 -4.403 -3.852  0.121
H -4.995 0.270 3.734  0.013
H -3.805 3.253 -1.259  0.001
H -5.450 -3.432 -2.053  0.020
H 4.218 -2.230 -4.954  0.103
H -1.316 -6.343 1.395  0.134

Output
Gap between HOMO and LUMO (spin up / spin down) ... 4.41 / 5.29 eV
2S+1 ... 3
Total charge ... 0

2.
Below is 2 unconnected molecules or ions with the total composition H3NO4P at a distorted geometry, with properties calculated with the ωB97M-V functional and the def2-TZVPD basis.

Each line ends with the Löwdin charge.
Geometry (Å):
P -1.023 0.380 -0.104  0.467
O -1.025 -0.121 -1.511  -0.362
O -0.027 -1.899 0.108  -0.131
O -2.080 1.217 0.473  -0.339
O -0.777 -0.974 0.866  -0.295
N 1.538 1.329 0.229  -0.133
H 1.619 0.898 1.153  -0.115
H 1.908 0.645 -0.428  -0.122
H -0.132 -1.476 -0.786  0.030

Output
Gap between HOMO and LUMO (spin up / spin down) ... 8.14 / 8.15 eV
ΔE to the lowest compared entry with this formula, charge and spin ... 66.6 kcal per mole
Total charge ... -1